{"formula": "C4H5NO", "method": "wB97M-V/def2-TZVPD", "symbols": ["C", "C", "C", "H", "H", "H", "O", "H", "C", "N", "H"], "positions_angstrom": [[1.39446, -0.72077, -0.00977], [-0.66453, 0.08506, 0.04196], [1.50844, 0.63912, 0.01634], [2.49735, 1.14546, -0.11080], [-0.08326, 2.20783, -0.06890], [-2.35280, -0.93921, -0.13266], [0.03478, -1.06452, 0.02427], [-2.67939, 0.77595, 0.18377], [0.17722, 1.14029, 0.00215], [-2.03771, -0.00355, -0.04558], [2.11036, -1.51120, -0.05055]], "lowdin_charge": [-0.1104, -0.4179, -0.0936, 0.1178, 0.1101, 0.0817, 0.0298, 0.1228, -0.0732, 0.1315, 0.1013], "smiles": "Nc1ccco1", "e_homo_ha": -0.2765, "total_charge": 0, "total_energy_ha": -285.38360, "relative_energy_ev": 0.8432, "multiplicity": 1}

=====

{"formula": "C24H43NO15S", "method": "wB97M-V/def2-TZVPD", "symbols": ["H", "C", "H", "C", "H", "H", "C", "H", "C", "C", "H", "O", "C", "C", "O", "H", "C", "H", "H", "C", "H", "H", "O", "C", "O", "H", "H", "H", "C", "H", "H", "H", "H", "H", "C", "H", "C", "O", "C", "H", "H", "S", "H", "H", "C", "C", "O", "O", "H", "H", "O", "H", "C", "C", "H", "H", "H", "H", "C", "O", "H", "C", "H", "C", "H", "H", "O", "H", "H", "C", "O", "C", "H", "O", "H", "O", "N", "H", "O", "C", "H", "H", "O", "H"], "positions_angstrom": [[2.17639, -0.79329, 3.78516], [-6.25454, 2.38601, 5.90140], [0.71359, 3.60803, 3.18962], [7.93116, 3.57106, -4.32288], [-6.26383, -3.73510, -6.32487], [-8.42316, 3.60169, 5.05662], [-3.65276, -3.86134, -6.56688], [-6.49878, -4.36220, -7.96679], [6.85873, 1.89587, -3.13026], [-5.84209, -3.77978, -7.32716], [-0.61716, -4.73372, -6.02745], [-1.50446, 3.79831, 6.32439], [1.65108, -2.66339, -2.62851], [5.86529, 0.25472, -1.83398], [-3.79616, -2.84829, -5.93327], [-3.24743, 1.25203, 5.93965], [0.62628, -1.66770, 2.06633], [-0.01329, -1.40245, 0.00805], [-1.25008, -1.21287, 1.21123], [0.32635, -0.88800, -3.56182], [0.81749, 0.49704, 1.94628], [-1.78651, -0.92957, -3.84648], [-0.91042, -3.15654, 0.77882], [-0.38694, -1.82079, 0.94000], [1.31456, -3.38493, -0.37004], [8.22348, 2.90585, -5.13312], [1.33439, -2.49178, 2.10341], [1.82309, 3.12420, 4.50542], [-0.45541, 3.98575, 5.51693], [-2.74679, 4.66720, 7.67209], [-5.73767, -2.77707, -7.73725], [-0.40570, -2.35895, -2.13174], [-9.35320, 2.09264, 5.10706], [-2.18626, 5.76270, 6.39676], [2.58295, -0.35738, 2.87203], [-1.02017, 0.62541, -4.32813], [0.90458, 2.88163, 3.97998], [6.83139, 1.30085, -1.93796], [-3.98401, 2.01293, 6.17882], [-3.69809, 2.94252, 5.69794], [5.94036, -0.14830, -0.82785], [0.11313, -4.31495, 0.25359], [7.00486, 4.08492, -4.57261], [-1.24898, 0.18938, -2.62547], [1.43392, -0.46666, -4.28532], [-1.01547, -0.19634, -3.61839], [-2.53538, -4.58422, -6.64039], [7.79168, 2.84542, -3.09960], [1.35193, 0.41265, -4.91190], [0.99792, 1.90638, 3.54138], [-5.24409, 1.55056, 5.68014], [0.11379, -1.53065, 3.01610], [1.74402, -3.83075, -1.67081], [2.74486, -2.24433, -3.37031], [2.76111, -4.20761, -1.60330], [-1.08415, 5.28363, 7.71900], [3.49109, -0.81169, -4.79648], [3.55419, 0.94985, 4.05483], [-1.45186, -4.05401, -5.87735], [-4.58197, -4.45360, -7.31474], [1.89030, -0.42359, 0.84141], [-8.53451, 2.64361, 5.56102], [3.71882, 1.31112, 2.48300], [1.44694, -0.38335, 1.83866], [3.39459, -1.00843, 2.53513], [8.71548, 4.30452, -4.16053], [6.16063, 1.62124, -4.07126], [-8.74709, 2.79681, 6.61745], [-1.69160, -4.02182, -4.81573], [0.42552, -1.99692, -2.72188], [-6.18492, 3.44846, 6.46361], [2.64636, -1.14596, -4.21213], [-1.16263, -3.06650, -6.23290], [-7.36252, 1.84513, 5.39256], [-4.02429, 2.13991, 7.25950], [0.65622, -4.92702, 1.43949], [3.04648, 1.00824, 3.17875], [1.09324, -4.62656, -2.03777], [-0.20684, 2.83898, 4.89277], [-1.89207, 4.95737, 7.06693], [3.69628, -2.75538, -3.28396], [4.85921, 0.64163, -1.98788], [0.15157, 5.01527, 5.38340], [6.07800, -0.53774, -2.54954]], "lowdin_charge": [0.1110, -0.6251, 0.1033, -0.0389, 0.0976, 0.0968, -0.6242, 0.0930, -0.6249, -0.0394, 0.0941, -0.0298, -0.1999, -0.0432, 0.1191, 0.0983, -0.1834, 0.0937, 0.1301, -0.2639, 0.1018, 0.0775, -0.3221, -0.2381, -0.3418, 0.0975, 0.1019, 0.0923, -0.6227, 0.0915, 0.0974, 0.1204, 0.0922, 0.1009, -0.2762, 0.0764, -0.0373, 0.0061, -0.0374, 0.0840, 0.0920, 0.9335, 0.0976, 0.0808, -0.0439, -0.0355, 0.0077, 0.0064, 0.1104, 0.0383, 0.0113, 0.1217, -0.1891, -0.0492, 0.1243, 0.0980, 0.1055, 0.0751, -0.0435, 0.0063, 0.1113, -0.0430, 0.0740, -0.1948, 0.1109, 0.0932, 0.1192, 0.0968, 0.0936, -0.0041, 0.1195, -0.0672, 0.0974, 0.0037, 0.1002, -0.3799, -0.0152, 0.1090, 0.0063, -0.0339, 0.1092, 0.0950, 0.1273, 0.0953], "e_homo_ha": -0.3468, "total_charge": 0, "total_energy_ha": -2521.82619, "relative_energy_ev": 0.0000, "multiplicity": 1}

=====

{"formula": "C18H31I2N6O6S2", "method": "wB97M-V/def2-TZVPD", "symbols": ["S", "C", "C", "N", "C", "H", "O", "C", "H", "C", "H", "H", "O", "H", "N", "N", "H", "H", "C", "C", "H", "H", "H", "N", "H", "C", "C", "H", "H", "O", "I", "H", "H", "H", "C", "C", "H", "C", "O", "I", "O", "S", "H", "C", "H", "C", "H", "H", "H", "C", "H", "H", "N", "H", "N", "H", "H", "C", "H", "C", "H", "H", "H", "C", "O"], "positions_angstrom": [[3.16634, 3.79252, 3.14369], [-1.52984, -1.23684, -0.67397], [-0.83328, -4.82213, -0.44358], [-2.66256, -0.11589, 1.01191], [-2.35005, -5.20649, -0.01695], [-0.16354, 3.99961, 0.46035], [4.70818, 4.16963, 2.96535], [1.91836, -2.01266, -4.54833], [2.11893, -2.64826, -5.43497], [-1.56767, 2.37097, 0.21855], [-5.83501, -0.24237, 2.11175], [3.90637, 1.67536, 2.42749], [-3.36207, -4.61093, -0.81418], [2.80886, -1.36548, -4.42383], [-0.88294, -1.44391, -1.86372], [-1.57438, -2.47822, -0.12165], [4.52420, 6.23961, 3.13092], [-4.12074, -6.38260, -0.77937], [3.15345, 2.38307, 2.08581], [-4.11753, -0.08708, 0.77541], [2.33988, -3.78613, -3.41186], [-4.47886, 0.96666, 0.79279], [-2.78942, -5.89284, -2.11679], [-0.51540, -2.73787, -1.98877], [-5.25533, -1.83819, 1.57252], [-0.33346, 3.20876, -0.29972], [5.26026, 5.42739, 4.99975], [1.07176, -1.35782, -4.80874], [3.35098, 2.70403, 1.06611], [2.36222, 4.82335, 2.55576], [-0.92099, -3.60218, -4.89810], [5.69765, 6.35989, 5.35871], [-2.84099, 1.47397, -1.30057], [4.27677, 5.32184, 5.45794], [-0.95899, -3.38168, -0.88081], [1.70478, -2.88861, -3.28101], [-0.24069, -4.96446, 0.47402], [0.22500, -3.40800, -3.04371], [2.94676, 3.34856, 4.48614], [2.50866, -1.88262, -1.52803], [0.91556, 1.14502, 0.32148], [-2.60671, 0.00042, -4.67307], [-4.39144, -0.45733, -0.24024], [0.96520, 2.36439, -0.30121], [0.34128, -4.45265, -2.71105], [-1.47850, -0.26589, -3.64209], [-1.25366, 1.96587, 1.19257], [1.63975, 0.58654, -0.01384], [2.16611, 1.93415, 2.15504], [-1.85712, 1.23398, -0.84005], [-2.55481, -5.41033, 1.05848], [-2.42686, 3.06075, 0.29264], [-1.97844, -0.09013, -0.22184], [-0.57240, -5.50387, -1.26688], [-0.52432, -0.63331, -2.95102], [-1.07421, 1.33563, -1.60219], [-0.53253, 3.62413, -1.30461], [5.16647, 5.43126, 3.48589], [-2.36444, -0.91106, 1.57096], [-3.09772, -6.12605, -1.08879], [-4.34344, -0.86734, 2.83418], [6.15762, 5.59621, 3.06520], [5.86939, 4.59107, 5.34563], [-4.92417, -0.83274, 1.89129], [1.93934, 2.74785, -0.84727]], "lowdin_charge": [0.5811, -0.2205, -0.0061, 0.0110, -0.2471, 0.1359, -0.2603, -0.2330, 0.0744, -0.1387, 0.0768, 0.0824, -0.1581, 0.0619, -0.0065, 0.2212, 0.1164, 0.1143, -0.1251, -0.2352, 0.0793, 0.1097, 0.1047, -0.0801, 0.0741, -0.0671, -0.0742, 0.0321, 0.0618, -0.2774, 0.9273, 0.0835, 0.1279, 0.0694, -0.2433, -0.7368, 0.1360, -0.6676, -0.2722, 0.9368, 0.0376, 0.8802, 0.1204, -0.5302, 0.0698, -0.7568, 0.1112, 0.0532, 0.0608, -0.1187, 0.1488, 0.1178, -0.0553, 0.1101, 0.0885, 0.1003, 0.1338, -0.2505, 0.1229, 0.0450, 0.0787, 0.1226, 0.0860, -0.0730, 0.1278], "e_homo_ha": -0.4364, "total_charge": 1, "total_energy_ha": -2875.75844, "multiplicity": 1}

=====

{"formula": "C11H44O11", "method": "wB97M-V/def2-TZVPD", "symbols": ["H", "O", "O", "H", "C", "C", "H", "H", "C", "C", "H", "H", "H", "H", "H", "H", "C", "O", "C", "C", "H", "H", "H", "H", "H", "H", "O", "H", "O", "H", "H", "C", "H", "H", "H", "H", "H", "H", "C", "H", "O", "C", "H", "H", "H", "H", "O", "C", "H", "H", "H", "H", "H", "O", "O", "H", "H", "H", "O", "H", "H", "O", "H", "H", "H", "H"], "positions_angstrom": [[-3.60957, -1.48048, -2.17473], [-1.89273, 1.70594, 0.35463], [5.03648, 1.72678, 1.53610], [0.56740, -0.18520, -4.89973], [0.14030, -0.79957, 0.16071], [3.79865, -2.02492, -2.06859], [-1.16711, 1.19877, 0.72591], [-2.56416, 3.84253, -3.21002], [3.82000, 2.31751, 1.38387], [0.25327, -3.86412, -2.27081], [0.73871, -0.94004, -3.32703], [-2.57644, -1.39870, -0.72056], [-0.52001, -1.26190, 0.89442], [-2.90914, 0.26781, 1.45503], [0.79428, -3.58410, -3.17468], [3.38226, 0.91807, 3.97544], [-1.73827, -5.02569, 0.95898], [0.56593, 0.46086, 0.78115], [-2.57513, 3.46964, -2.18585], [-2.99054, 1.30803, 1.13971], [-0.02683, 2.53391, 2.52847], [-0.61163, 3.94399, 1.79022], [2.39625, 0.91598, 5.47980], [-2.23189, 4.18879, -1.44213], [-1.98603, -3.53920, -0.22805], [0.36870, -4.94480, -2.18783], [0.60867, 4.22793, 3.46751], [3.60648, -2.13548, -1.00138], [2.86802, 2.66853, 4.59780], [-1.04388, 1.16725, -3.15219], [-1.66998, -4.31471, -2.61801], [2.51864, 1.34503, 4.48529], [3.88106, -0.09027, -1.95007], [1.01911, 0.80477, -3.57383], [3.17446, -2.73736, -2.60795], [4.82642, -2.25958, -2.34556], [-1.26890, 3.58769, 3.35474], [-4.05755, 1.41296, 0.94330], [-3.57493, -1.62461, -1.09485], [3.56079, 2.54920, 0.35080], [-0.91406, 0.34524, -3.63079], [-0.34949, 3.54648, 2.77071], [2.22220, 3.25517, 4.19733], [-3.61213, 3.17154, -2.03140], [-4.62549, -1.48099, 0.45052], [3.80641, 3.18428, 2.04465], [-1.14154, -3.69347, -2.11164], [0.38505, -0.04260, -3.83460], [0.99371, -1.44173, -0.05706], [-1.49068, -5.17541, 2.00988], [-2.56016, -5.71434, 0.76309], [-2.91717, 1.94838, 2.01872], [-3.72595, -2.70409, -1.09046], [-4.59487, -0.97703, -0.36599], [3.41655, -0.74676, -2.47434], [3.00610, 1.72969, 1.80828], [-1.43319, 2.13378, -1.41753], [0.74781, -3.46984, -1.38307], [-1.71819, 2.40037, -2.29463], [-0.90021, -5.29614, 0.31665], [1.61907, 1.20647, 3.88555], [-2.16195, -3.77403, 0.68601], [5.69370, 2.42309, 1.46670], [0.31639, 5.10425, 3.72873], [1.41583, 0.22898, 1.16260], [-0.38887, -0.51252, -0.74796]], "lowdin_charge": [0.0902, -0.1234, -0.0925, 0.0746, -0.0830, -0.1727, 0.0275, 0.0878, -0.2071, -0.1452, 0.0500, 0.0577, 0.0820, 0.0788, 0.0757, 0.0746, -0.2035, -0.1518, -0.1519, -0.1360, 0.0675, 0.0807, 0.0807, 0.0869, 0.0194, 0.0793, -0.1033, 0.0752, -0.1192, 0.0082, 0.0984, -0.1908, 0.0786, 0.0812, 0.0669, 0.0790, 0.0869, 0.0859, -0.1676, 0.0854, -0.1188, -0.1802, 0.0359, 0.0831, 0.0773, 0.0856, -0.1229, -0.2009, 0.0743, 0.0823, 0.0775, 0.0678, 0.0678, -0.1036, -0.1161, 0.0485, 0.0537, 0.0709, -0.1405, 0.0749, 0.0694, -0.1231, 0.0883, 0.1006, 0.0612, 0.0757], "smiles": "CO.CO.CO.CO.CO.CO.CO.CO.CO.CO.CO", "e_homo_ha": -0.3391, "total_charge": 0, "total_energy_ha": -1272.87463, "relative_energy_ev": 3.7173, "multiplicity": 1}